# 1
ORCA calculation (the ωB97M-V functional and the def2-TZVPD basis) on a 6-piece molecular cluster, C38H67F3N7O5S overall in a non-equilibrium geometry.

Each line ends with the Mulliken charge.
Element x y z (Å)
C1 -1.85 -1.11 1.66  -0.831
C2 -0.96 -2.18 1.01  0.497
C3 0.14 -1.56 0.18  -0.878
N1 -0.16 -1.31 -1.24  -0.769
N2 -0.71 -0.04 -1.50  0.403
C4 -0.03 1.04 -1.37  -0.878
C5 -0.77 2.29 -1.70  2.082
C6 -0.28 2.98 -2.98  -0.839
C7 1.25 3.03 -3.06  -1.321
C8 -0.39 3.24 -0.51  -0.873
C9 -1.34 3.23 0.68  -0.157
O1 -0.59 3.67 1.83  -0.387
C10 -0.95 2.95 2.94  0.151
O2 -0.15 2.29 3.56  -0.468
C11 -2.21 1.72 -1.72  0.036
C12 -3.13 2.59 -2.59  -1.841
C13 -4.64 2.34 -2.42  -0.902
C14 -5.31 3.31 -1.42  -0.882
C15 -5.66 2.61 -0.12  -0.420
O3 -6.65 1.63 -0.39  -0.555
C16 -2.05 0.23 -2.07  0.387
C17 -3.20 -0.70 -1.62  0.244
F1 -2.75 -1.94 -1.34  -0.241
F2 -4.13 -0.79 -2.60  -0.263
F3 -3.81 -0.21 -0.51  -0.196
S1 -1.74 -0.13 -3.90  1.638
C18 -1.78 -1.90 -4.14  -1.159
O4 -0.40 0.31 -4.18  -0.704
O5 -2.75 0.46 -4.71  -0.687
H1 -1.78 -0.15 1.16  -0.345
H2 -2.88 -1.41 1.80  0.273
H3 -1.46 -0.92 2.66  0.577
H4 -1.51 -2.95 0.48  0.424
H5 -0.44 -2.69 1.81  -0.598
H6 0.97 -2.26 0.17  0.612
H7 0.50 -0.68 0.71  0.217
H8 0.69 -1.39 -1.79  0.388
H9 0.97 0.94 -0.99  0.852
H10 -0.63 4.01 -2.91  0.583
H11 -0.73 2.60 -3.88  0.709
H12 1.63 2.42 -3.86  0.181
H13 1.58 4.05 -3.20  -0.188
H14 1.73 2.70 -2.14  0.512
H15 -0.24 4.26 -0.83  0.166
H16 0.57 2.92 -0.11  0.329
H17 -2.17 3.90 0.48  0.384
H18 -1.73 2.24 0.87  -0.047
H19 -1.99 3.02 3.25  0.443
H20 -2.70 1.75 -0.75  0.100
H21 -2.87 2.58 -3.64  0.611
H22 -2.96 3.61 -2.25  0.859
H23 -5.10 2.48 -3.39  0.441
H24 -4.87 1.35 -2.06  0.287
H25 -4.66 4.15 -1.18  0.371
H26 -6.23 3.68 -1.83  0.420
H27 -4.77 2.18 0.34  0.128
H28 -6.09 3.35 0.55  0.440
H29 -6.56 0.91 0.23  0.341
H30 -2.82 -2.20 -4.11  0.364
H31 -1.45 -1.99 -5.16  0.555
H32 -1.17 -2.43 -3.43  0.277
C19 1.60 -4.37 6.13  -1.093
C20 0.20 -4.27 5.52  -0.496
C21 0.11 -4.91 4.13  0.296
C22 0.96 -4.23 3.16  0.127
N3 1.64 -3.70 2.40  -0.533
H33 2.34 -3.84 5.52  0.335
H34 1.61 -3.93 7.13  0.371
H35 1.91 -5.41 6.21  0.239
H36 -0.10 -3.22 5.47  0.292
H37 -0.51 -4.77 6.18  0.364
H38 -0.92 -4.87 3.78  0.313
H39 0.39 -5.96 4.19  -0.141
C23 1.58 8.14 -6.20  -1.370
C24 2.05 6.80 -5.65  0.031
C25 0.92 5.77 -5.53  -0.120
C26 -0.10 6.18 -4.57  0.341
N4 -0.91 6.49 -3.81  -0.568
H40 0.84 8.61 -5.54  0.360
H41 2.42 8.83 -6.28  0.394
H42 1.13 8.03 -7.19  0.333
H43 2.50 6.95 -4.67  -0.327
H44 2.82 6.40 -6.31  0.473
H45 1.33 4.82 -5.20  -0.045
H46 0.47 5.60 -6.51  0.534
C27 -2.69 -9.22 5.26  -1.107
C28 -1.99 -9.45 3.92  -0.386
C29 -0.53 -9.89 4.08  -0.538
C30 0.28 -8.86 4.72  0.373
N5 0.91 -8.06 5.25  -0.471
H47 -2.21 -8.42 5.82  0.310
H48 -3.73 -8.94 5.10  0.326
H49 -2.68 -10.12 5.87  0.315
H50 -2.04 -8.54 3.32  0.271
H51 -2.52 -10.23 3.37  0.312
H52 -0.10 -10.11 3.10  0.282
H53 -0.48 -10.81 4.66  0.307
C31 3.92 6.69 0.42  -1.308
C32 2.58 6.75 -0.30  -0.510
C33 2.61 6.08 -1.68  0.762
C34 3.54 6.77 -2.59  0.069
N6 4.30 7.31 -3.25  -0.535
H54 4.69 7.22 -0.13  0.372
H55 3.84 7.14 1.40  0.393
H56 4.25 5.65 0.55  0.314
H57 2.26 7.79 -0.41  0.369
H58 1.82 6.24 0.30  0.261
H59 1.61 6.10 -2.12  -0.232
H60 2.91 5.04 -1.59  0.094
C35 5.10 -5.43 1.36  -0.891
C36 6.47 -5.04 1.92  -0.445
C37 6.69 -5.54 3.35  -0.498
C38 5.74 -4.94 4.29  0.295
N7 4.98 -4.48 5.01  -0.412
H61 4.29 -4.98 1.94  0.146
H62 5.00 -5.08 0.33  0.310
H63 4.97 -6.51 1.36  0.309
H64 6.58 -3.96 1.88  0.295
H65 7.25 -5.46 1.29  0.311
H66 7.70 -5.29 3.68  0.288
H67 6.59 -6.62 3.39  0.278

Summary:
Net charge: +1


# 2
ORCA calculation (the ωB97M-V functional and the def2-TZVPD basis) on C38H68BrN8OS2Si2Sr as an isolated structure.

Each line ends with the Mulliken charge.
Element x y z (Å)
Sr1 1.28 -0.95 0.04  1.682
N1 0.13 -0.35 2.70  0.003
C1 0.67 -1.32 3.67  -0.616
C2 0.55 -2.72 3.11  -0.954
N2 1.42 -2.88 1.93  0.149
H1 0.27 0.59 3.03  0.121
H2 -0.87 -0.47 2.63  -0.206
H3 0.18 -1.27 4.64  0.428
H4 1.73 -1.08 3.83  0.332
H5 -0.48 -2.90 2.81  0.450
H6 0.78 -3.45 3.90  0.406
H7 1.23 -3.77 1.48  0.046
H8 2.39 -2.93 2.21  -0.120
C3 5.11 -0.63 -1.56  -0.922
C4 4.09 -1.36 -2.41  0.226
C5 4.42 -1.83 -3.66  -0.985
C6 3.42 -2.44 -4.42  -0.733
C7 2.15 -2.58 -3.91  -0.647
C8 1.87 -2.12 -2.60  0.327
N3 2.86 -1.50 -1.89  0.214
N4 0.69 -2.23 -1.96  0.167
Si1 -0.73 -3.09 -2.43  -0.616
C9 -1.75 -3.16 -0.85  -0.556
C10 -0.39 -4.85 -2.97  -1.029
C11 -1.71 -2.20 -3.76  -0.833
H9 5.87 -1.32 -1.19  0.386
H10 4.62 -0.18 -0.69  -0.199
H11 5.61 0.15 -2.14  0.397
H12 5.42 -1.69 -4.05  0.511
H13 3.64 -2.79 -5.42  0.433
H14 1.36 -3.03 -4.50  0.408
H15 -1.23 -3.73 -0.08  0.307
H16 -2.72 -3.63 -1.01  0.447
H17 -1.93 -2.15 -0.46  -0.303
H18 0.24 -5.36 -2.24  0.269
H19 0.09 -4.91 -3.95  0.334
H20 -1.33 -5.41 -3.04  0.368
H21 -1.67 -1.12 -3.61  0.124
H22 -2.77 -2.50 -3.74  0.335
H23 -1.33 -2.41 -4.76  0.395
S1 4.65 -3.24 1.01  -0.314
C12 4.51 -4.85 0.66  0.208
N5 5.15 -5.50 -0.31  -0.218
C13 4.68 -6.84 -0.64  -0.582
C14 4.11 -7.40 0.66  -0.527
S2 3.46 -5.94 1.53  -0.105
H24 5.70 -4.96 -0.96  0.251
H25 5.51 -7.45 -1.00  0.351
H26 3.91 -6.79 -1.41  0.267
H27 4.89 -7.85 1.28  0.322
H28 3.32 -8.11 0.49  0.399
N6 1.82 1.30 -1.48  -0.011
C15 1.99 2.69 -1.19  0.046
C16 0.91 3.56 -1.27  0.074
C17 1.07 4.91 -0.99  -0.650
C18 2.32 5.40 -0.62  -0.644
C19 3.39 4.53 -0.53  -0.614
C20 3.23 3.18 -0.82  -0.266
H29 2.67 0.88 -1.84  0.087
H30 1.10 1.15 -2.17  0.192
H31 -0.06 3.18 -1.58  0.279
H32 0.23 5.58 -1.08  0.438
H33 2.45 6.45 -0.41  0.403
H34 4.37 4.90 -0.25  0.436
H35 4.08 2.50 -0.76  0.310
N7 1.21 4.30 2.69  0.031
C21 2.32 3.91 3.37  -0.037
O1 2.75 4.50 4.33  -0.658
C22 2.98 2.63 2.91  0.408
C23 4.22 2.30 3.44  -0.653
C24 4.82 1.12 3.05  -1.101
C25 4.15 0.29 2.16  -0.466
N8 2.95 0.59 1.65  1.804
C26 2.40 1.75 2.02  -1.358
H36 0.86 5.21 2.95  0.294
H37 1.11 4.07 1.71  -0.187
H38 4.68 2.98 4.14  0.533
H39 5.79 0.83 3.43  0.514
H40 4.59 -0.65 1.85  0.031
H41 1.42 1.95 1.58  0.995
C27 -3.98 -0.89 1.51  -1.421
C28 -4.35 0.59 1.62  2.715
C29 -5.88 0.71 1.62  -1.739
C30 -3.82 1.08 2.98  -1.987
Si2 -3.62 1.64 0.19  -2.816
Br1 -1.43 0.90 0.04  0.711
C31 -4.37 1.28 -1.53  2.645
C32 -5.69 2.05 -1.70  -1.728
C33 -4.66 -0.22 -1.71  -2.012
C34 -3.42 1.67 -2.68  -1.510
C35 -3.45 3.51 0.61  3.175
C36 -3.08 4.33 -0.64  -1.643
C37 -2.35 3.79 1.65  -2.113
C38 -4.78 4.05 1.15  -1.877
H42 -4.43 -1.42 2.35  0.598
H43 -2.90 -1.05 1.56  -0.109
H44 -4.33 -1.36 0.60  0.306
H45 -6.28 0.15 2.48  0.551
H46 -6.34 0.29 0.73  0.345
H47 -6.23 1.74 1.72  0.306
H48 -4.19 0.40 3.76  0.620
H49 -4.17 2.08 3.23  0.394
H50 -2.73 1.07 3.02  0.199
H51 -6.41 1.85 -0.90  0.297
H52 -6.16 1.74 -2.64  0.538
H53 -5.54 3.13 -1.75  0.341
H54 -5.43 -0.58 -1.03  0.293
H55 -3.76 -0.83 -1.56  0.263
H56 -5.01 -0.39 -2.73  0.649
H57 -3.11 2.71 -2.66  0.302
H58 -3.93 1.49 -3.63  0.582
H59 -2.52 1.05 -2.67  0.024
H60 -2.15 3.99 -1.09  -0.065
H61 -2.95 5.37 -0.34  0.640
H62 -3.86 4.31 -1.40  0.373
H63 -1.38 3.43 1.32  0.247
H64 -2.56 3.34 2.62  0.255
H65 -2.28 4.87 1.80  0.588
H66 -5.61 3.91 0.45  0.342
H67 -4.68 5.12 1.34  0.550
H68 -5.07 3.58 2.10  0.341

Summary:
Net charge: +1


Values of orbital gap, in order: 8.5, 7.4, all in eV.
Values of DFT total energy, in order: -2945.05054, -5982.31356, all in a.u..
Values of HOMO energy, in order: -0.4636, -0.3437, all in hartree.